A molecular structure, C45H59BN12Tl in a non-equilibrium geometry, computed with ωB97M-V/def2-TZVPD.

Values from the calculation:
* frontier orbital gap (alpha / beta): 7.16 / 4.82 eV
* multiplicity: 2
* ⟨S²⟩: 0.792

Cartesian coordinates (Å):
Tl: -0.99829 0.40763 -0.08380
C: -5.22207 -1.28870 1.17496
C: -4.54192 -0.20991 0.60627
N: -3.38128 -0.02810 1.20988
N: -3.27886 -0.94903 2.17419
C: -4.37769 -1.72749 2.17097
B: -2.19479 -0.84909 3.28077
N: -1.94470 0.66341 3.49089
C: -2.17305 1.50145 4.52094
C: -1.82833 2.77790 4.13725
C: -1.40148 2.62987 2.81695
N: -1.46599 1.36426 2.45409
N: -0.82775 -1.47088 2.89434
C: -0.09966 -2.29139 3.67413
C: 1.17084 -2.37725 3.15054
C: 1.12984 -1.55983 2.02413
N: -0.07764 -1.03693 1.88019
N: -2.67028 -1.66206 4.49328
C: -2.75782 -1.44661 5.82402
C: -3.14889 -2.61568 6.43484
C: -3.26043 -3.52591 5.37958
N: -2.96627 -2.94773 4.23408
H: -6.18085 -1.68570 0.90548
H: -4.86091 0.45469 -0.17389
H: -4.48492 -2.53225 2.86683
H: -2.55918 1.18300 5.46401
H: -1.87964 3.67297 4.72398
H: -1.04211 3.37524 2.13941
H: -0.50961 -2.78446 4.53047
H: 1.99628 -2.94295 3.53193
H: 1.91243 -1.34994 1.32333
H: -2.51435 -0.51178 6.27941
H: -3.33635 -2.78330 7.47693
H: -3.53179 -4.56288 5.41488
N: -2.57999 -1.56924 -1.38314
C: -3.33728 -1.28992 -2.58216
C: -2.48814 -0.45178 -3.53534
N: -2.14571 0.79908 -2.89162
H: -1.82660 -2.21200 -1.59074
H: -3.16067 -1.93776 -0.64226
H: -4.22406 -0.71979 -2.30135
H: -3.66115 -2.20096 -3.11180
H: -3.04133 -0.32246 -4.48160
H: -1.55859 -0.98508 -3.74544
H: -2.97456 1.34970 -2.70770
H: -1.49376 1.34347 -3.43842
C: 3.65779 3.40993 2.69669
C: 2.17211 3.02432 2.73896
C: 2.03615 1.50236 2.76790
C: 1.40349 3.77601 1.66291
C: 1.04449 5.07793 2.00894
C: 0.35656 5.90717 1.14691
C: 0.01683 5.43275 -0.10410
C: 0.34172 4.14345 -0.49479
C: 0.02502 3.72007 -1.91238
C: -1.43236 4.00464 -2.28494
C: 0.95787 4.46222 -2.87558
C: 1.04315 3.30189 0.38822
N: 1.33804 1.98737 0.00481
C: 2.51442 1.69363 -0.37233
C: 3.13128 0.41049 -0.64367
C: 4.51905 0.43706 -0.42620
C: 5.34520 -0.64596 -0.61974
C: 4.79753 -1.81305 -1.14855
C: 3.46374 -1.86135 -1.44398
C: 2.54790 -0.79953 -1.14879
N: 1.24892 -1.05162 -1.30184
C: 0.83815 -1.96231 -2.24234
C: 1.07878 -1.72585 -3.62135
C: 0.59129 -2.62402 -4.55619
C: -0.09837 -3.76425 -4.18330
C: -0.30938 -4.01281 -2.83772
C: 0.13459 -3.13671 -1.86171
C: -0.00818 -3.48087 -0.39876
C: 1.23148 -4.25788 0.06580
C: -1.25547 -4.30303 -0.04572
C: 1.83896 -0.50950 -4.10271
C: 3.20774 -0.92726 -4.65139
C: 1.08081 0.26939 -5.18067
H: 4.17542 2.97221 3.54881
H: 3.78210 4.48982 2.72784
H: 4.12258 3.04031 1.78627
H: 1.77102 3.40320 3.68759
H: 2.77918 1.02760 2.13337
H: 1.05282 1.17931 2.44008
H: 2.19563 1.15227 3.78617
H: 1.30771 5.44986 2.98998
H: 0.09377 6.91299 1.44242
H: -0.51784 6.08029 -0.78161
H: 0.20458 2.64563 -2.01490
H: -1.65288 5.06923 -2.24199
H: -2.10028 3.48064 -1.60497
H: -1.62650 3.67496 -3.30485
H: 0.79268 5.53568 -2.80964
H: 0.77061 4.15319 -3.90223
H: 1.99980 4.26079 -2.63554
H: 3.25235 2.50869 -0.43844
H: 4.95757 1.35758 -0.06044
H: 6.39781 -0.58885 -0.38942
H: 5.42794 -2.66824 -1.34698
H: 3.04302 -2.76810 -1.85360
H: 0.77070 -2.43475 -5.60349
H: -0.45126 -4.46121 -4.93164
H: -0.81544 -4.91802 -2.54191
H: -0.04296 -2.52607 0.13198
H: 1.34944 -5.16795 -0.52398
H: 1.12763 -4.52478 1.11459
H: 2.13090 -3.65912 -0.03836
H: -1.06151 -5.36792 -0.15908
H: -2.11073 -4.05161 -0.66708
H: -1.52442 -4.11623 0.99223
H: 1.99410 0.16027 -3.25293
H: 3.08974 -1.60134 -5.49737
H: 3.78680 -1.43332 -3.88337
H: 3.75975 -0.04881 -4.97816
H: 0.99706 -0.31371 -6.09431
H: 1.63051 1.17898 -5.41287
H: 0.08064 0.53806 -4.84828

***

A molecular structure, C45H59BrN9O3PV in a non-equilibrium geometry, computed with ωB97M-V/def2-TZVPD.

Values from the calculation:
* frontier orbital gap (alpha / beta): 5.08 / 7.12 eV
* ΔE to the lowest compared entry with this formula, charge and spin: 19.9 kcal per mole
* multiplicity: 4
* ⟨S²⟩: 3.817

Cartesian coordinates (Å):
V: 0.42552 -0.68427 0.53656
Br: -2.94561 -5.86605 -3.65016
C: -2.25527 -4.61230 -2.39633
C: -2.92024 -4.43506 -1.18517
C: -2.43584 -3.48509 -0.29330
C: -1.31371 -2.74090 -0.62975
O: -0.88941 -1.77974 0.20152
C: -0.59804 -2.94080 -1.83855
C: 0.59383 -2.25905 -2.13892
N: 1.19695 -1.36691 -1.33153
C: 2.43261 -0.90099 -1.68096
C: 3.01921 -0.87566 -2.94479
C: 4.33415 -0.41685 -3.11492
C: 5.10395 0.00880 -2.06428
C: 4.55137 -0.00383 -0.76028
C: 5.25852 0.38859 0.39559
C: 4.65314 0.33512 1.62202
C: 3.31952 -0.08927 1.69983
N: 2.62644 -0.45661 0.63711
C: 3.22286 -0.43264 -0.58347
C: -1.12050 -3.90882 -2.72690
H: -3.80415 -5.01229 -0.95497
H: -2.94369 -3.26570 0.63488
H: 1.11149 -2.55612 -3.04654
H: 2.45565 -1.18950 -3.81187
H: 4.74667 -0.40287 -4.11606
H: 6.12075 0.34732 -2.20787
H: 6.28307 0.72569 0.29769
H: 5.16843 0.62670 2.52520
H: 2.79328 -0.10271 2.64304
H: -0.61795 -4.09721 -3.66717
C: 1.59955 4.39388 4.49483
C: 1.38555 3.54165 3.27290
C: 1.69760 4.02550 2.01213
C: 1.49258 3.21996 0.89184
C: 1.82722 3.69729 -0.49315
C: 0.95885 1.96190 1.07381
C: 0.66161 1.40152 2.33566
C: 0.88740 2.25160 3.43172
N: 0.25044 0.07925 2.34956
C: -0.13124 -0.59282 3.59971
C: 1.04997 -0.77481 4.57457
C: 0.59970 -1.50672 5.84374
C: -0.54270 -0.73453 6.50902
C: -1.73343 -0.64116 5.55257
C: -2.20550 -2.04329 5.16444
C: -1.05196 -2.78557 4.48842
C: 0.11567 -2.90716 5.46668
C: -0.62465 -2.00566 3.24281
C: -1.31252 0.11563 4.28994
H: 1.95203 5.38886 4.22639
H: 2.33723 3.94448 5.16226
H: 0.67387 4.50387 5.06243
H: 2.10158 5.02387 1.89480
H: 2.31509 4.67081 -0.46730
H: 0.92920 3.78627 -1.10940
H: 2.49315 2.99655 -1.00068
H: 0.82243 1.39400 0.14494
H: 0.69131 1.91724 4.43797
H: 1.51328 0.17656 4.83978
H: 1.81458 -1.37445 4.06777
H: 1.44497 -1.58031 6.53552
H: -0.20568 0.27096 6.78244
H: -0.84094 -1.23741 7.43404
H: -2.54994 -0.09733 6.04053
H: -3.04776 -1.96702 4.47050
H: -2.54600 -2.59181 6.04821
H: -1.38213 -3.78328 4.18253
H: 0.93321 -3.47385 5.01070
H: -0.19881 -3.45252 6.36205
H: -1.46430 -1.91817 2.55746
H: 0.17710 -2.54787 2.72184
H: -1.07467 1.14820 4.54365
H: -2.13737 0.14100 3.57876
C: -2.55947 -1.66204 -5.03987
N: -1.71634 -0.69171 -4.37411
C: -0.37934 -0.57224 -4.91922
P: -2.27415 0.50573 -3.36723
O: -1.37444 0.72577 -2.21400
N: -3.79879 0.09982 -2.85626
C: -3.94153 -0.84368 -1.75480
C: -4.98068 0.23923 -3.67701
N: -2.44409 1.86211 -4.33012
C: -2.61859 1.84192 -5.76615
C: -2.89240 3.09488 -3.71503
H: -2.03050 -2.61647 -5.10333
H: -2.83661 -1.35895 -6.05883
H: -3.46856 -1.83703 -4.46744
H: 0.09227 -1.55780 -4.94661
H: 0.22069 0.07714 -4.28242
H: -0.38498 -0.16918 -5.94064
H: -3.07393 -0.78371 -1.10381
H: -4.05633 -1.87341 -2.11701
H: -4.82895 -0.58292 -1.17027
H: -4.77365 0.84278 -4.56167
H: -5.77840 0.72898 -3.10889
H: -5.36080 -0.73460 -4.01095
H: -2.37465 0.86399 -6.17452
H: -1.96344 2.58096 -6.23877
H: -3.65080 2.08617 -6.05060
H: -2.76729 3.04024 -2.63766
H: -3.95115 3.28619 -3.93277
H: -2.30966 3.94146 -4.09210
C: -5.51770 0.33276 3.14018
N: -4.56939 1.03185 2.29149
C: -4.56426 2.38160 2.19966
C: -3.68347 3.03000 1.40957
C: -2.76684 2.20091 0.68088
N: -2.68476 0.90062 0.85451
C: -3.59498 0.25022 1.62608
O: -3.61253 -0.95829 1.80222
N: -1.96177 2.74001 -0.25030
H: -6.30729 1.02455 3.42582
H: -5.02283 -0.05409 4.03248
H: -5.93803 -0.51025 2.59600
H: -5.31748 2.89827 2.77978
H: -3.69744 4.10338 1.30991
H: -1.84640 3.73178 -0.33474
H: -1.48548 2.09970 -0.87713

***

11 unconnected molecules or ions with the total composition C45H60FO35PS in a non-equilibrium geometry, computed with ωB97M-V/def2-TZVPD.

Values from the calculation:
* frontier orbital gap: 8.36 eV
* ΔE to the lowest compared entry with this formula, charge and spin: 152.8 kcal per mole
* multiplicity: 1
* structure (SMILES): CC(=O)OCC[C@@](OC(=O)COc1ccccc1)([PH2]=S)[C@@H](C)F.O=C1OCCO1.O=C1OCCO1.O=C1OCCO1.O=C1OCCO1.O=C1OCCO1.O=C1OCCO1.O=C1OCCO1.O=C1OCCO1.O=C1OCCO1.O=C1OCCO1

Cartesian coordinates (Å):
C: -0.34595 -1.17155 -1.25317
C: -1.21045 -2.08124 -0.26966
O: -1.52347 -3.23577 -0.69012
O: -1.65322 -1.71008 1.03726
C: -0.73722 -2.33297 1.98139
C: -1.04924 -2.01786 3.51807
C: -0.95970 -0.42873 3.89881
O: -1.12855 -0.37394 5.35527
C: 0.11299 -0.16379 6.02053
O: 0.37967 1.01690 6.38279
C: 1.17966 -1.29298 6.40035
O: 2.54970 -0.80272 6.32885
C: 3.33479 -1.59661 5.43752
C: 3.54036 -3.14451 5.57765
C: 4.37420 -3.98133 4.55127
C: 5.00992 -3.20513 3.35518
C: 4.84659 -1.65142 3.23035
C: 4.01967 -0.82193 4.25146
P: 0.71380 0.21407 3.27016
S: 0.68204 0.79781 1.37962
C: -2.21497 0.40993 3.28777
C: -3.60852 -0.36966 3.38921
F: -2.33973 1.58053 4.15870
H: -0.49627 -0.05073 -1.11140
H: -0.68179 -1.40482 -2.33491
H: 0.78074 -1.42471 -1.23477
H: 0.35696 -2.12775 1.68250
H: -0.86919 -3.47767 1.85323
H: -2.00685 -2.50524 3.90606
H: -0.18812 -2.50153 4.12340
H: 1.01279 -2.28304 5.84140
H: 1.00432 -1.53468 7.52011
H: 3.02420 -3.61550 6.49445
H: 4.46617 -5.09954 4.72495
H: 5.59199 -3.82585 2.59354
H: 5.31705 -1.08485 2.34732
H: 3.87618 0.31757 4.18835
H: 1.60622 -0.93265 3.28227
H: 1.23352 1.33071 4.00205
H: -2.06457 0.70337 2.19792
H: -3.73152 -0.96753 2.40520
H: -3.65486 -1.14978 4.22917
H: -4.49103 0.35816 3.48071
O: 1.38621 5.25657 -1.23037
C: 1.02428 5.35979 -0.09370
O: 1.36033 4.49426 0.90074
C: 0.93326 5.07718 2.12395
C: -0.15943 6.00686 1.69201
O: 0.22336 6.35801 0.36957
H: 0.58028 4.31133 2.81649
H: 1.77759 5.60511 2.57793
H: -1.13705 5.51726 1.65929
H: -0.22792 6.89277 2.32514
O: -2.89943 -4.03260 -7.02138
C: -2.73485 -4.29331 -5.86217
O: -2.59213 -3.36273 -4.87788
C: -2.64894 -4.05704 -3.63744
C: -2.24112 -5.44861 -4.00743
O: -2.66633 -5.55739 -5.36157
H: -1.97440 -3.60582 -2.90915
H: -3.67156 -4.00968 -3.25211
H: -1.16242 -5.59265 -3.96369
H: -2.72419 -6.20311 -3.38611
O: -0.42272 -7.09954 -2.76098
C: -0.74047 -8.22314 -2.49138
O: -0.16928 -8.96803 -1.50718
C: -0.96616 -10.13490 -1.35274
C: -1.64253 -10.26327 -2.68275
O: -1.72138 -8.91691 -3.13090
H: -0.34533 -11.00018 -1.11574
H: -1.67541 -9.97205 -0.53656
H: -1.05191 -10.84154 -3.39938
H: -2.63646 -10.70612 -2.60434
O: 0.95693 7.93353 -7.50595
C: 1.09084 7.66678 -6.34295
O: 1.20464 8.59127 -5.35205
C: 1.11625 7.89179 -4.11604
C: 1.53703 6.50361 -4.48289
O: 1.14910 6.40125 -5.84826
H: 1.76872 8.33983 -3.36888
H: 0.08333 7.93556 -3.75823
H: 2.61929 6.36133 -4.41111
H: 1.03953 5.74426 -3.87877
O: 0.37172 8.09163 -14.01545
C: 0.50627 7.82335 -12.85550
O: 0.62196 8.74547 -11.86140
C: 0.53384 8.04347 -10.62741
C: 0.95307 6.65429 -10.99814
O: 0.56404 6.55551 -12.36203
H: 1.18804 8.49009 -9.87882
H: -0.49841 8.08766 -10.26873
H: 2.03529 6.51048 -10.92743
H: 0.45482 5.89380 -10.39546
O: 0.39734 -4.24024 6.48256
C: -0.29113 -4.28762 7.46401
O: 0.17251 -4.55153 8.71454
C: -0.89379 -4.29436 9.61900
C: -2.11029 -4.44682 8.75763
O: -1.63591 -4.08469 7.46759
H: -0.87859 -5.00210 10.44896
H: -0.78485 -3.28043 10.01475
H: -2.47350 -5.47805 8.72428
H: -2.92662 -3.79372 9.06933
O: 5.17514 1.09378 2.09049
C: 5.08102 2.28693 2.02717
O: 4.77084 3.09023 3.08123
C: 4.97911 4.43136 2.65948
C: 4.84860 4.34038 1.16911
O: 5.26848 3.01126 0.89227
H: 4.23801 5.09779 3.10354
H: 5.97714 4.74991 2.97429
H: 3.81556 4.46279 0.83038
H: 5.47941 5.06358 0.65019
O: -3.68203 -10.98092 2.01464
C: -3.77539 -9.78833 1.96048
O: -4.08980 -8.99259 3.01870
C: -3.87798 -7.64810 2.60909
C: -4.00096 -7.72573 1.11795
O: -3.58095 -9.05396 0.83026
H: -4.62055 -6.98467 3.05481
H: -2.88106 -7.33335 2.93148
H: -5.03183 -7.59890 0.77523
H: -3.36665 -6.99842 0.60877
O: -5.83604 -4.08415 -1.87503
C: -5.93287 -2.88797 -1.93113
O: -6.24765 -2.09188 -0.87228
C: -6.04148 -0.74825 -1.28152
C: -6.16743 -0.82621 -2.77183
O: -5.74354 -2.15108 -3.06309
H: -6.78556 -0.08761 -0.83390
H: -5.04493 -0.42988 -0.96116
H: -7.19996 -0.70293 -3.11149
H: -5.53704 -0.09648 -3.28207
O: 3.53276 8.00335 -1.79280
C: 4.13480 8.88822 -2.33197
O: 3.56931 9.80827 -3.16175
C: 4.55179 10.80592 -3.40835
C: 5.83934 10.08322 -3.15366
O: 5.47133 9.10169 -2.19443
H: 4.47782 11.17901 -4.43080
H: 4.39336 11.63669 -2.71471
H: 6.22074 9.57958 -4.04667
H: 6.61547 10.74054 -2.75904